Record 1
Molecular formula: C38H41MgN7OSSe2
Method: DFT, ωB97M-V with the def2-TZVPD basis set

The geometry in XYZ format:
```
91
Properties=species:S:1:pos:R:3:lowdin_charge:R:1
H -4.9134 0.9143 -1.8807 0.108
C -0.1510 -0.5941 5.4173 -0.104
C 1.2747 5.3966 0.3503 -0.072
H -2.6037 1.0782 -1.0211 0.042
H -0.6648 -0.0799 6.2199 0.105
H -1.8280 -6.5464 0.8524 0.080
C -3.6814 -1.1869 1.0061 -0.613
H -0.8661 5.2859 0.3095 0.054
H 5.2107 0.1427 0.6667 0.107
N -0.1435 4.5431 -1.4713 -0.139
C 1.8126 -1.4756 4.3716 -0.059
N -0.5594 2.4710 -2.3085 0.101
O -0.0698 0.4519 -1.3433 -0.097
H -0.5075 2.3745 -4.7028 0.097
H 1.2688 6.0644 1.2055 0.071
C 1.2148 -0.8051 5.4323 -0.066
H -5.6274 -2.0701 1.1180 0.092
H -0.3414 4.5033 -3.5203 0.106
C -0.5380 -2.2567 0.2090 -0.086
H 1.5137 -4.8651 1.3068 0.079
C -0.5906 3.2821 -1.2500 -0.722
C -3.3008 0.3840 -0.5774 -0.144
C -0.8165 -0.6685 -6.1411 -0.093
H 1.8084 -0.4502 6.2641 0.107
H 3.7513 1.3047 1.9188 0.143
H 0.5882 -6.3188 1.7071 0.081
C -0.6139 0.5297 -3.6461 -0.125
H 0.1905 -4.7710 2.4713 0.075
C -0.7378 -0.8522 -3.7468 -0.011
H 5.5694 -1.5658 -1.0902 0.109
C 0.0396 -5.5360 -0.8960 -0.054
H 1.3011 -2.0362 -1.2281 0.084
H -0.6845 1.3112 -6.9405 0.100
H -6.5018 -0.6814 -0.7763 0.109
C -0.5236 -3.4602 0.2847 -0.185
H 1.4042 4.3746 0.7000 0.053
H 2.4853 4.8804 -2.4095 0.057
H 1.8197 3.3536 -2.9964 0.067
Se -2.7618 -0.8748 4.1743 0.667
N 2.0086 -0.6818 0.0936 0.090
N 2.8927 0.8832 1.5937 0.144
C -0.6067 1.3043 -4.8009 -0.025
C -5.0000 -1.3579 0.6016 -0.108
C -0.7045 0.7077 -6.0434 -0.084
C 0.3449 4.9198 -2.7776 -0.213
C -0.4996 1.3044 2.5374 -0.268
H -2.5669 -5.1900 -0.0121 0.085
H 0.3146 6.0096 -2.8395 0.115
S -1.3074 2.8980 0.2215 0.801
H -2.1922 -5.0370 1.7034 0.041
H 2.8557 2.9069 3.2188 0.112
C 4.3724 -0.3702 0.2151 -0.012
C -0.8562 -1.0733 4.3188 -0.689
H -0.6305 -5.2851 -1.7154 0.082
C 1.7498 1.3715 2.1838 -0.281
H 0.0925 -6.6198 -0.8083 0.079
H 3.5637 -2.6799 -2.0959 0.103
C 4.5686 -1.3174 -0.7641 -0.066
C 0.5217 -5.2437 1.5492 -0.055
H -1.4387 0.8570 2.2447 0.056
H -0.8848 -1.1393 -7.1125 0.100
C -0.0549 5.4964 -0.3924 -0.263
C -0.8384 -1.4440 -4.9931 -0.080
H 1.0312 -5.1576 -1.1379 0.076
C -0.4549 2.3140 3.4826 -0.069
N -0.2973 -1.7259 3.3243 -0.001
H 2.0151 4.7182 -4.1049 0.071
H -0.9266 -2.5166 -5.0778 0.101
C 1.8884 2.4491 3.0732 -0.009
H -0.1950 6.5024 -0.7947 0.115
C -5.4729 -0.5945 -0.4514 -0.058
H -0.7532 -1.4555 -2.8472 0.108
C -0.4603 -4.9186 0.4157 -0.630
C -0.4282 1.1683 -2.3114 -0.445
H 0.8587 3.7354 4.4292 0.112
C 3.4582 -1.9379 -1.3224 -0.046
Mg -0.2259 -0.2797 0.3198 0.446
C 3.0587 -0.0741 0.6213 -0.280
N -2.8503 -0.3295 0.4431 0.037
C 1.0064 -1.9262 3.3392 -0.144
Se -3.0752 -2.3287 2.4518 0.710
H 1.3934 -2.4719 2.4884 0.100
C 1.7611 4.4351 -3.0870 -0.068
H 2.8752 -1.6594 4.3697 0.100
C -1.8503 -5.4623 0.7600 -0.063
C -4.6002 0.2953 -1.0559 -0.033
N 0.5711 0.8252 1.9279 0.072
C 0.7735 2.9114 3.7370 -0.050
H -1.3542 2.6378 3.9837 0.115
C 2.2061 -1.5830 -0.8544 -0.117
H 2.1128 5.6587 -0.2918 0.059
```

## Properties
* HOMO-LUMO gap: 0.2867 Ha
* E_HOMO: -0.2744 Eh

Record 2
Molecular formula: C13H23N2O10
Method: DFT, ωB97M-V with the def2-TZVPD basis set

The geometry in XYZ format:
```
48
Properties=species:S:1:pos:R:3:lowdin_charge:R:1
C 2.5494 -2.5302 -0.0456 -0.277
C -0.3981 2.0776 0.1617 -0.742
H 3.8642 -0.9297 -1.1886 0.097
H -3.5538 5.4747 -0.8330 0.126
H 4.2597 -4.1722 4.5873 0.118
O 4.2627 -1.7277 -1.6044 -0.062
H -3.3021 7.4795 -2.0034 0.073
C -2.5883 6.7071 -2.2876 -0.070
O 1.6561 -5.4994 2.0291 -0.021
C 3.0666 -3.6970 2.8514 -0.284
C -5.9561 1.9536 -1.9425 -0.014
C 4.0918 -4.5731 3.5827 -0.189
H 3.0957 -1.7962 2.1602 0.104
C -2.5155 3.1721 -0.7724 -0.199
C 3.6895 -2.9017 -1.0013 -0.149
H 4.4660 -3.4363 -0.4467 0.124
H 2.2251 -3.4903 3.5214 0.153
H -1.5711 7.0627 -2.1119 0.083
H -1.2093 1.7841 -1.8294 0.116
H 5.4733 -3.6049 2.6083 0.089
C 1.6859 -3.5887 0.6556 -0.232
O 5.3173 -4.5420 2.8446 -0.074
H -6.3939 1.8585 -2.9350 0.078
O 0.5902 -3.0029 1.4024 -0.013
C 2.5340 -4.4533 1.6045 -0.270
H -2.4487 3.5553 0.2462 0.141
C -1.5764 1.9484 -0.8156 -0.071
H 1.2720 -4.2306 -0.1281 0.159
H -5.8576 0.9685 -1.4916 0.077
O 3.7261 -2.4526 2.5384 -0.027
N -3.9200 2.7433 -0.9339 0.089
O 2.3986 -1.3530 0.2604 0.091
H -4.3697 2.4094 -0.1005 0.137
O 0.0447 1.0125 0.6501 -0.094
H 3.3084 -3.5675 -1.7803 0.127
H 0.8144 -5.0825 2.3015 0.105
O -1.2108 4.2873 -2.5121 0.061
H 3.7295 -5.6010 3.6870 0.126
H -2.6970 6.4794 -3.3501 0.083
H -2.1453 1.0611 -0.5280 0.104
O -4.1790 2.8899 -3.1823 0.053
H 0.4815 -2.0520 1.1538 0.118
N -2.8121 5.4906 -1.5109 0.011
H 3.3814 -4.8860 1.0622 0.155
C -4.5852 2.5732 -2.0760 -0.569
C -2.0976 4.3661 -1.6638 -0.452
O -0.0153 3.2238 0.4896 -0.064
H -6.5813 2.5923 -1.3235 0.073
```

## Properties
* HOMO-LUMO gap: 0.2535 Ha
* E_HOMO: -0.1594 Eh
* ΔE to the lowest compared entry with this formula, charge and spin: 158.6 kJ/mol
* total charge: -1

Question: What is the formula in the second record?
Answer: C13H23N2O10

Question: Which of these has the lowest E_HOMO?
Answer: C38H41MgN7OSSe2

Question: Among the records above, which one has the highest E_HOMO?
Answer: C13H23N2O10